# 1
Formula: C45H96F12N5O11P2S4
Source: the OMol25 dataset
Level of theory: ωB97M-V/def2-TZVPD

HOMO	-15.830	eV
F_max	4.9	eV/A
orbital gap	10.0810	eV

ORCA input file:
```
! RIJCOSX wB97M-V def2-TZVPD def2/J DEFGRID3
* xyz 3 1
C -0.5347 -1.8270 9.0658
C -1.7688 -0.9372 9.3021
C -2.4616 -0.5055 8.0520
C -2.9044 -1.5614 7.0313
P -3.1642 -0.9064 5.3251
C -1.5241 -0.6900 4.5628
C -0.4683 0.0711 5.4173
C -0.8181 1.5148 5.8179
C 0.3747 2.0743 6.6392
C -4.1639 -2.2017 4.4271
C -3.3035 -3.1838 3.6566
C -4.0888 -4.0963 2.7848
C -4.9581 -3.3599 1.7585
C -4.1344 0.6247 5.4839
C -4.0657 1.4367 4.1993
C -4.7022 0.9223 2.8845
C -4.5295 1.9923 1.8368
H 0.2000 -1.2965 8.3712
H -0.6995 -2.8801 8.7445
H 0.0021 -1.9286 10.0115
H -1.4462 -0.0272 9.7505
H -2.4668 -1.4561 9.9563
H -1.6967 0.1773 7.5887
H -3.2832 0.0938 8.2882
H -3.8679 -1.9328 7.3333
H -2.1841 -2.3706 7.0159
H -1.6578 -0.2660 3.5588
H -1.2363 -1.7228 4.4420
H 0.4328 0.1480 4.7892
H -0.2355 -0.5107 6.2819
H -1.6903 1.6336 6.4405
H -0.9478 2.0965 4.8829
H 1.2838 2.1430 6.0344
H 0.6856 1.3983 7.4304
H -0.0112 2.9859 7.1112
H -4.9210 -1.7266 3.8254
H -4.7052 -2.6545 5.2641
H -2.6930 -3.7796 4.3233
H -2.7175 -2.5802 2.9133
H -4.5118 -4.9052 3.3488
H -3.3140 -4.5272 2.1201
H -4.2576 -2.7365 1.2124
H -5.7297 -2.7433 2.2168
H -5.2638 -4.0062 0.8995
H -3.8078 1.2856 6.2920
H -5.1470 0.2746 5.7490
H -3.0449 1.6518 3.8544
H -4.4304 2.4767 4.4867
H -5.7630 0.5564 2.9379
H -4.0487 0.0459 2.5589
H -4.9898 2.9427 2.1249
H -4.9065 1.6724 0.8642
H -3.4594 2.2402 1.7121
C 2.0368 -0.1037 -6.6554
C 0.7485 0.5315 -6.1193
C 1.1063 1.7431 -5.2869
C -0.2240 2.2522 -4.6183
P 0.0099 3.8891 -3.9469
C 0.5284 4.9888 -5.2099
C -0.1715 4.6343 -6.5678
C 0.0826 5.8040 -7.5891
C -0.2839 5.6151 -9.0511
C -1.5605 4.5345 -3.2786
C -1.7947 6.0139 -3.4333
C -3.1215 6.4338 -2.8368
C -3.2689 6.0240 -1.3488
C 1.2077 3.7507 -2.5983
C 1.7420 5.1281 -2.1527
C 2.5621 5.0530 -0.8734
C 2.5507 6.3376 -0.0121
H 2.5774 -0.5599 -5.8586
H 2.7119 0.7160 -6.9726
H 1.8568 -0.8505 -7.4420
H 0.1945 -0.1776 -5.5110
H 0.0832 0.8704 -6.8901
H 1.5487 2.5652 -5.8535
H 1.7558 1.5464 -4.4161
H -0.5682 1.7361 -3.7179
H -1.0421 2.2511 -5.3063
H 1.6202 4.9810 -5.3799
H 0.3431 5.9775 -4.8294
H -1.2211 4.4503 -6.3527
H 0.1439 3.7087 -6.9700
H 1.0995 6.0987 -7.6393
H -0.4980 6.6468 -7.2362
H -1.3407 5.3399 -9.1653
H 0.3602 4.9019 -9.6276
H -0.2429 6.5550 -9.5606
H -1.4333 4.3331 -2.2162
H -2.4881 3.9805 -3.6138
H -1.7690 6.2933 -4.5063
H -0.9801 6.5609 -2.8961
H -3.8428 5.9395 -3.4971
H -3.3104 7.5094 -2.8184
H -4.2428 6.3341 -0.9527
H -2.5765 6.6255 -0.8021
H -3.1274 4.9758 -1.1391
H 2.0034 3.0098 -2.8557
H 0.7141 3.2103 -1.7934
H 0.9607 5.8077 -1.8236
H 2.3539 5.6257 -2.9117
H 3.6158 4.8216 -0.9901
H 2.1285 4.2829 -0.2726
H 3.1239 6.2733 0.8923
H 1.5244 6.6612 0.2456
H 2.9504 7.1435 -0.6633
C 7.1458 -6.4627 1.6035
C 5.9256 -6.2614 0.8081
O 4.7812 -6.1464 1.2548
N 6.0537 -6.1107 -0.7163
H 5.7058 -5.1665 -0.9029
H 7.0301 -6.0787 -0.9627
C 5.2034 -7.1347 -1.3285
H 6.8163 -6.9588 2.5413
H 7.5994 -5.4867 1.7297
H 7.9143 -7.1007 1.1367
H 5.5367 -8.1334 -1.1952
H 5.1779 -6.9294 -2.4004
H 4.2159 -7.0244 -0.8923
C 3.4807 1.0060 0.9177
C 2.5289 0.3000 1.7759
O 1.7034 0.5906 2.5214
N 2.7701 -1.2286 1.6172
H 2.1832 -1.6096 0.8920
H 3.7898 -1.3662 1.3579
C 2.4795 -2.0078 2.8933
H 3.3642 0.5342 -0.0912
H 4.5104 0.8623 1.3228
H 3.3120 2.0836 0.7875
H 2.6056 -3.0240 2.5529
H 1.4811 -1.7708 3.2124
H 3.2785 -1.6618 3.6191
C -5.8293 -4.0469 -5.3089
C -4.8837 -3.1727 -4.6165
O -4.9010 -2.0345 -4.3390
N -3.6094 -3.9925 -4.2802
H -3.7430 -4.6536 -3.4938
H -3.4154 -4.5422 -5.1202
C -2.5026 -3.0375 -3.9180
H -6.8374 -3.6254 -5.2091
H -5.8317 -5.0912 -5.0560
H -5.5916 -3.9337 -6.3841
H -1.7386 -3.6126 -3.4223
H -2.7844 -2.3607 -3.1395
H -2.2220 -2.5121 -4.8287
C 7.5407 -1.4332 0.8549
F 8.1677 -1.5779 -0.3058
F 8.2237 -2.1598 1.8501
F 7.4212 -0.2502 1.2185
S 5.9726 -2.3711 0.6066
O 6.5651 -3.6429 0.2955
O 5.3094 -2.2064 1.8903
N 5.2107 -1.7341 -0.5542
S 4.9938 -2.5178 -1.9108
O 6.1169 -2.5085 -2.7864
O 4.1642 -3.7261 -1.7840
C 3.6862 -1.5199 -2.6698
F 3.6799 -1.8856 -3.9391
F 2.4798 -1.7241 -2.0959
F 3.9170 -0.1128 -2.6609
C -1.5804 0.1064 -0.3144
F -2.6706 -0.4670 -0.8137
F -1.6150 1.4020 -0.6159
F -1.6305 -0.1463 0.9699
S -0.0319 -0.6527 -1.0408
O -0.5186 -0.8143 -2.4314
O 0.9605 0.3376 -0.7621
N 0.3452 -1.9463 -0.2785
S -0.5586 -3.2611 -0.6476
O -2.0178 -3.1155 -0.5462
O 0.0773 -4.0511 -1.6503
C -0.1480 -4.1340 0.9494
F -0.6963 -5.3382 0.9196
F 1.1822 -4.1331 1.2209
F -0.6418 -3.4274 2.0359
*
```

=====

# 2
Formula: C44H116N6O17
Source: the OMol25 dataset
Level of theory: ωB97M-V/def2-TZVPD

HOMO	-8.244	eV
energy relative to the best compared isomer or geometry (same formula, charge and spin)	0.000	eV
SMILES	COCCNCCOC.COCCNCCOC.COCCNCCOC.COCCNCCOC.COCCNCCOC.COCCNCCOC.CCO.CCO.CCO.CCO.O
F_max	3.4	eV/A
orbital gap	8.8550	eV

ORCA input file:
```
! RIJCOSX wB97M-V def2-TZVPD def2/J DEFGRID3
* xyz 0 1
C 7.4380 -4.4683 2.2823
O 6.0794 -4.1231 2.0205
C 5.1585 -4.3423 3.0831
C 3.7019 -4.2838 2.6672
N 3.2685 -5.4607 1.9398
C 2.0663 -5.3032 1.1522
C 2.2921 -4.6417 -0.1665
O 3.0213 -5.5819 -0.9422
C 3.1598 -5.1580 -2.2430
H 7.9569 -4.3649 1.3198
H 7.5321 -5.4866 2.6610
H 7.9057 -3.7939 3.0001
H 5.4272 -3.6342 3.8493
H 5.3312 -5.3496 3.5265
H 3.4577 -3.3830 2.0793
H 3.0298 -4.1821 3.5675
H 4.0173 -5.8940 1.3960
H 1.3158 -4.7256 1.7073
H 1.6909 -6.3182 0.9070
H 2.8805 -3.6690 -0.1948
H 1.3117 -4.3814 -0.5938
H 2.1919 -5.1104 -2.7918
H 3.8807 -5.8248 -2.7219
H 3.6327 -4.1746 -2.2216
C 1.1899 4.2094 2.1937
O -0.1979 4.1209 2.2216
C -0.8358 4.3300 1.0061
C -2.0777 3.5090 0.8951
N -3.2463 4.2633 1.3055
C -3.3088 4.5766 2.7273
C -4.6497 5.1549 3.1489
O -5.5915 4.0862 3.0656
C -6.9157 4.4576 3.3917
H 1.5688 3.8728 3.1898
H 1.5034 5.2589 2.0767
H 1.5869 3.6694 1.3326
H -0.1604 4.0273 0.1471
H -1.0928 5.3793 0.7814
H -1.9707 2.6028 1.5212
H -2.2372 3.2843 -0.1811
H -4.0669 3.6411 1.0696
H -2.4826 5.2449 3.0568
H -3.1888 3.7141 3.3627
H -5.0912 5.9343 2.5521
H -4.5398 5.5540 4.1822
H -7.5921 3.6464 3.1823
H -7.2508 5.3843 2.8789
H -6.8616 4.7631 4.4165
C -4.1557 -1.3989 -2.0255
O -4.0793 -0.1472 -2.6677
C -3.0010 0.7050 -2.2448
C -2.9014 1.8592 -3.3091
N -2.8042 1.1418 -4.5916
C -3.3877 1.9497 -5.6567
C -3.3168 1.1045 -6.9056
O -1.9970 1.0259 -7.3948
C -1.7725 0.2839 -8.5385
H -3.1904 -1.8565 -1.9951
H -4.9061 -2.0101 -2.5215
H -4.5196 -1.2890 -1.0012
H -2.0716 0.1373 -2.1537
H -3.2289 1.1053 -1.2572
H -1.9792 2.4310 -3.0588
H -3.7614 2.5321 -3.1644
H -3.4497 0.3790 -4.4634
H -2.8946 2.9275 -5.7978
H -4.4008 2.1522 -5.3482
H -3.9801 1.4031 -7.7375
H -3.6985 0.0297 -6.6537
H -2.2332 -0.6985 -8.4816
H -0.7000 0.1642 -8.6899
H -2.1263 0.7932 -9.4405
C 0.3828 3.3534 -5.0770
O 1.7670 3.5818 -5.1000
C 2.4165 2.4013 -4.7158
C 2.3810 2.1282 -3.2389
N 2.9818 3.3132 -2.5474
C 2.8392 3.3056 -1.1659
C 3.3323 4.5760 -0.5098
O 2.3210 5.5245 -0.6771
C 2.7162 6.7837 -0.1776
H 0.1031 2.5425 -5.7778
H -0.0565 4.2906 -5.3729
H -0.0754 3.0869 -4.1018
H 3.4943 2.4580 -4.9884
H 1.9934 1.5730 -5.2220
H 3.0400 1.2704 -3.0206
H 1.3168 1.8839 -2.9610
H 2.7215 4.1416 -3.0313
H 3.2032 2.2828 -0.8437
H 1.7905 3.3471 -0.8811
H 4.2683 4.8918 -0.9307
H 3.4296 4.2660 0.5469
H 1.8289 7.4352 -0.2079
H 3.5319 7.2119 -0.8324
H 3.1308 6.7037 0.8350
C 3.3598 0.5198 1.6253
O 2.4712 -0.5675 1.8107
C 1.5673 -0.2975 2.9219
C 2.3252 -0.2452 4.2644
N 3.1168 -1.3803 4.4910
C 4.0055 -1.3856 5.6615
C 5.0035 -0.2333 5.7159
O 5.5008 0.1839 4.4599
C 6.2738 -0.7348 3.7589
H 3.9127 0.8121 2.4943
H 2.6759 1.3539 1.3831
H 4.0105 0.2060 0.8056
H 0.9074 -1.1418 2.9629
H 1.0303 0.6058 2.6373
H 1.5782 -0.2691 5.0555
H 3.0071 0.6334 4.3729
H 3.6336 -1.6144 3.6493
H 4.6098 -2.2957 5.6832
H 3.5062 -1.3498 6.6164
H 5.7996 -0.5472 6.3644
H 4.6164 0.6170 6.2107
H 7.2709 -0.9578 4.2272
H 6.4864 -0.3887 2.7534
H 5.7721 -1.7332 3.5817
C -3.0213 -0.8193 2.6114
O -3.6751 -0.5546 3.8036
C -4.0765 0.8143 4.0916
C -4.7978 0.7102 5.4212
N -6.0119 0.0442 5.3380
C -7.0440 0.7541 4.5258
C -7.9283 -0.2143 3.7292
O -7.1678 -1.0775 2.8760
C -7.9173 -1.6672 1.8545
H -1.9669 -0.4095 2.5647
H -3.5548 -0.3964 1.7208
H -2.9801 -1.8927 2.4790
H -4.6964 1.1738 3.2879
H -3.0930 1.3737 4.1533
H -4.9771 1.7546 5.7363
H -4.1860 0.2675 6.2267
H -5.8301 -0.8288 4.8268
H -6.5998 1.4571 3.7497
H -7.6926 1.3021 5.1997
H -8.6462 0.4398 3.1609
H -8.6077 -0.7458 4.3988
H -8.2141 -0.9026 1.1523
H -8.8806 -2.0692 2.1659
H -7.3214 -2.4036 1.2727
C -0.8724 -5.4454 -3.8763
C -1.1644 -4.4751 -2.7367
O -1.8824 -5.0255 -1.7137
H -0.3191 -6.2695 -3.4130
H -0.2656 -4.8904 -4.6051
H -1.7644 -5.8508 -4.3865
H -1.7542 -3.6624 -3.2348
H -0.2228 -3.9774 -2.4351
H -1.5862 -4.6877 -0.8649
C 0.6616 -1.9941 -4.5504
C -0.2770 -0.9778 -5.1526
O -0.2602 0.1849 -4.3040
H 0.2527 -2.3648 -3.6151
H 1.6390 -1.4432 -4.4462
H 0.7672 -2.8539 -5.2154
H -1.2794 -1.3857 -5.2009
H -0.0623 -0.8097 -6.1808
H -1.1416 0.6192 -4.5211
C 4.4188 -1.2747 -1.8617
C 5.3148 -2.1994 -1.0915
O 5.1418 -1.8872 0.2644
H 4.3509 -1.5784 -2.9216
H 4.7444 -0.2204 -1.8613
H 3.4312 -1.3164 -1.3908
H 6.4058 -2.1484 -1.3744
H 5.0601 -3.2460 -1.3502
H 5.4240 -2.5758 0.8388
C 0.2032 0.4963 -0.2383
C 0.4696 -0.7563 -1.0748
O 0.7972 -1.8206 -0.2017
H -0.5072 0.2342 0.4811
H -0.2258 1.2639 -0.8795
H 1.1193 0.8960 0.1631
H 1.2015 -0.5676 -1.8838
H -0.4539 -0.9681 -1.5943
H 1.4775 -1.4742 0.4425
O -1.2118 -3.3403 0.5297
H -1.2858 -3.4669 1.4614
H -0.4387 -2.7476 0.4317
*
```